DFT (ωB97M-V/def2-TZVPD) results for 2 unconnected molecules or ions with the total composition C3H7NO3 at a distorted geometry.

**Total energy**: -398.74484 Ha
**Frontier orbital gap**: 10.1 eV
**E_HOMO**: -9.57 eV
**Charge**: 0

Geometry as XYZ:
```
14
C3H7NO3 | the Open Molecules 2025 dataset | ωB97M-V/def2-TZVPD
C 0.95 -0.80 0.90
N 0.86 0.18 0.06
C -0.16 0.88 -0.65
C 1.32 0.96 -0.82
O 2.25 1.24 -1.61
H 1.56 -0.49 1.80
H 0.04 -1.27 1.23
H 1.74 -1.59 0.40
H -0.86 1.36 0.16
H -0.69 0.28 -1.45
O 0.86 2.00 2.31
O -0.45 1.43 2.50
H 0.88 2.24 3.23
H -0.66 0.95 1.73
```

---

DFT (ωB97M-V/def2-TZVPD) results for C4H5NO in the gas phase at a distorted geometry.

**Total energy**: -285.36935 Ha
**Frontier orbital gap**: 8.7 eV
**E_HOMO**: -7.85 eV
**Charge**: 0

Geometry as XYZ:
```
11
C4H5NO | the Open Molecules 2025 dataset | ωB97M-V/def2-TZVPD
O 2.19 0.55 -0.06
C 0.85 0.26 -0.03
C 0.27 -0.98 -0.02
C -1.13 -0.81 0.06
C -1.47 0.51 0.14
N -0.09 1.24 0.01
H 2.67 -0.30 -0.05
H 0.77 -1.93 -0.08
H -1.88 -1.60 0.09
H -2.51 0.85 -0.06
H 0.33 2.20 0.02
```

---

DFT (ωB97M-V/def2-TZVPD) results for C2H3N3S2 in the gas phase at a distorted geometry.

**Total energy**: -1038.53083 Ha
**Frontier orbital gap**: 8.3 eV
**E_HOMO**: -8.21 eV
**Charge**: 0

Geometry as XYZ:
```
10
C2H3N3S2 | the Open Molecules 2025 dataset | ωB97M-V/def2-TZVPD
S 0.50 0.60 -2.16
C 0.06 -0.12 -0.79
C -0.21 -1.52 -0.45
N -0.44 -1.53 0.85
N -0.27 -0.26 1.33
N -0.14 0.60 0.26
S 0.48 2.27 0.40
H -0.65 -2.24 -1.13
H -0.48 -0.07 2.44
H 1.15 2.27 -0.75
```